Formula: C14H16F3N5O4S
Source: the OMol25 dataset
Level of theory: ωB97M-V/def2-TZVPD

CARTESIAN COORDINATES (ANGSTROEM)
C 2.72447 -1.50715 2.23947
N 2.33963 -2.21131 1.01229
C 0.94415 -1.98543 0.67289
C 0.70506 -0.60901 0.01466
N 1.47253 -0.37635 -0.99715
N 1.27242 0.77179 -1.61529
C 0.35456 1.61327 -1.21870
N 0.22804 2.78012 -2.01036
C -0.47909 1.43668 -0.10488
C -1.50181 2.45345 0.33109
C -0.73216 3.75324 0.69957
O 0.38816 3.67060 1.15491
C -0.29555 0.23686 0.56425
C -1.10315 -0.09226 1.76513
C -0.81424 0.52951 2.95817
C -1.51063 0.29649 4.12605
C -2.51702 -0.65422 4.02506
C -2.70802 -1.24885 2.79371
N -2.06760 -1.00300 1.66753
H 3.75241 -1.77077 2.50159
H 2.66692 -0.40858 2.13442
H 2.07503 -1.85593 3.04863
H 2.95384 -1.88516 0.27425
H 0.37104 -2.09875 1.59287
H 0.62740 -2.72339 -0.07255
H 1.84896 0.96864 -2.43666
H 0.90125 3.48750 -1.74020
H -0.71884 3.12826 -1.99237
H -1.92549 2.09879 1.27480
H -2.26288 2.64379 -0.43019
H -1.19953 4.74192 0.51750
H 0.00914 1.24380 2.97712
H -1.28306 0.80534 5.05304
H -3.12387 -0.91711 4.88190
H -3.48187 -2.01559 2.74260
C -0.40132 -1.39816 -5.28820
F -1.18811 -0.52583 -4.61962
F -1.18503 -2.41135 -5.67261
F 0.00735 -0.77428 -6.40228
S 1.01419 -1.97272 -4.25767
O 0.38454 -2.59735 -3.11141
O 1.72230 -0.74230 -3.94011
O 1.73591 -2.87520 -5.11321

Kohn-Sham gap = 6.79 eV
total charge = 0
LUMO level = -1.668 eV

Formula: C45H37N7O9Pb
Source: the OMol25 dataset
Level of theory: ωB97M-V/def2-TZVPD

CARTESIAN COORDINATES (ANGSTROEM)
Pb 0.01362 -0.08232 -0.22571
O 1.92301 3.33693 4.37503
C 1.19678 4.25519 3.72473
C 1.34012 5.59817 4.08720
C 0.62098 6.58576 3.43419
C -0.25453 6.25696 2.40530
C -0.38852 4.92528 2.03683
C 0.31893 3.91578 2.67661
C 0.13515 2.50358 2.18559
O -0.53598 2.29380 1.16550
N 0.79419 1.59224 2.93089
N 0.54788 0.32637 2.49708
C 1.22970 -0.62203 3.00254
C 1.02786 -1.99362 2.52627
C 1.77064 -3.03986 3.06373
C 1.61292 -4.31147 2.54131
C 0.70873 -4.50797 1.51009
C -0.00487 -3.41195 1.04368
N 0.14354 -2.18728 1.54142
H 1.66196 2.44328 3.94503
H 2.02725 5.83957 4.88947
H 0.74423 7.62132 3.73442
H -0.81857 7.02820 1.89425
H -1.03982 4.62158 1.22455
H 2.00730 -0.44004 3.74674
H 2.49689 -2.83574 3.84001
H 2.21485 -5.13249 2.91128
H 0.58091 -5.47077 1.03531
H -0.68505 -3.51332 0.20917
C 2.44755 -2.47341 -3.28173
C 2.97929 -1.91518 -1.97488
O 2.87063 -0.70936 -1.77710
C 3.60321 -2.84152 -1.01628
C 3.95786 -4.13157 -1.44293
C 4.61540 -5.03982 -0.64012
C 4.93719 -4.64812 0.67125
C 4.57988 -3.41702 1.14484
C 3.85696 -2.44575 0.35219
O 3.47924 -1.36310 0.86871
H 1.95038 -1.66566 -3.81517
H 1.74156 -3.28103 -3.08378
H 3.26028 -2.86378 -3.89904
H 3.70772 -4.42997 -2.45158
H 4.87448 -6.02340 -1.01203
H 5.46847 -5.33793 1.32278
H 4.81020 -3.12093 2.16300
C -0.89788 2.33183 -4.25762
C -2.25981 2.55982 -4.19719
C -3.00039 2.02592 -3.15512
C -2.36083 1.24601 -2.19116
N -1.03889 1.04482 -2.26600
C -0.32442 1.58145 -3.24394
C -3.06686 0.59766 -1.04591
C -4.46462 0.54643 -1.02695
C -5.13291 -0.04771 0.03122
C -4.40093 -0.59064 1.07943
C -3.01306 -0.55023 1.04713
C -2.31092 0.02798 -0.01041
H -0.28160 2.75809 -5.03708
H -2.74836 3.16909 -4.94964
H -4.05968 2.22493 -3.08574
H 0.74438 1.40141 -3.19884
H -5.04615 0.95242 -1.84665
H -6.21632 -0.09218 0.03385
H -4.91620 -1.05556 1.91437
H -2.45400 -0.99005 1.86846
C 1.35028 6.35084 -0.61890
N 1.86973 5.03488 -0.31624
C 2.77048 4.83719 0.67963
C 3.26956 3.61681 0.94130
C 2.77138 2.52740 0.13710
N 1.82844 2.71082 -0.77260
C 1.36926 3.94570 -1.07313
O 0.55414 4.20548 -1.95228
N 3.25085 1.30328 0.32909
H 1.70328 7.04819 0.13963
H 0.26170 6.33011 -0.61451
H 1.67501 6.67560 -1.60940
H 3.04354 5.71177 1.25638
H 3.96337 3.45130 1.75202
H 3.84923 1.10814 1.11150
H 2.96947 0.48178 -0.20710
O -0.35204 -4.13914 -2.11563
C -0.96128 -3.07740 -2.33826
O -0.85320 -1.97915 -1.73086
C -1.97434 -3.09520 -3.48639
C -2.80529 -2.00771 -3.71014
C -3.74138 -1.99518 -4.74840
C -3.79333 -3.11512 -5.54027
O -4.61377 -3.35914 -6.63000
C -4.28631 -4.66901 -7.07303
O -3.23655 -5.18038 -6.26991
C -2.97033 -4.19982 -5.32223
C -2.05270 -4.22899 -4.30508
H -2.71240 -1.16120 -3.04517
H -4.39211 -1.14736 -4.92010
H -3.95810 -4.62558 -8.11644
H -5.16703 -5.31407 -6.97695
H -1.40351 -5.07181 -4.11039

Kohn-Sham gap = 5.99 eV
total charge = -2
LUMO level = 3.951 eV

Formula: C4H6N2O
Source: the OMol25 dataset
Level of theory: ωB97M-V/def2-TZVPD

CARTESIAN COORDINATES (ANGSTROEM)
N 1.17789 -0.93824 0.78216
C -0.20830 -0.35858 0.94853
C -0.71576 -1.04652 -0.23761
C -0.55502 -0.27251 -1.32356
N -0.25312 1.04707 -0.84425
C -0.11924 1.00603 0.46984
O 0.03112 2.14014 1.14666
H 1.34190 -0.94384 -0.26488
H 1.24333 -1.87133 1.18901
H -0.96262 -2.09908 -0.18886
H -0.80769 -0.41470 -2.35651
H -0.15765 1.88089 -1.39896
H -0.01485 1.87069 2.07844

Kohn-Sham gap = 8.46 eV
total charge = 0
LUMO level = 0.764 eV
SMILES = Nc1cc[nH]c1O

Formula: C23H23N4O8S
Source: the OMol25 dataset
Level of theory: ωB97M-V/def2-TZVPD

CARTESIAN COORDINATES (ANGSTROEM)
O -1.34113 -1.20544 -3.97580
O 0.38378 2.93344 -1.07845
O 0.36113 -0.10461 4.63256
O 3.88671 0.74412 0.82623
O -4.08302 3.13527 1.41673
O -5.23433 4.23394 -0.45166
O -5.46339 0.58067 -1.74823
O -6.05393 2.01669 0.32804
C -0.95460 -0.17993 -3.42069
C -0.01518 2.06142 -1.84385
C 0.94248 -0.78739 3.80876
C 3.68068 -0.30156 1.42200
C -1.08173 0.05998 1.25840
C -0.15323 -0.74503 0.65542
C -2.04999 -1.87776 0.78879
C 2.79387 -0.37870 -3.97907
C 3.24460 0.69247 -3.20740
C 1.42671 -0.65408 -4.06110
C 2.32893 1.49372 -2.52416
C -3.27699 0.30476 -2.59057
C -2.35367 2.42797 -1.06151
C -4.16813 1.00030 -1.77973
C 0.48948 0.13492 -3.36634
C 0.94736 1.22890 -2.59320
C -1.90741 0.62563 -2.62594
C -1.44615 1.71018 -1.85175
C -3.69906 2.05312 -1.00277
N -2.25907 -0.66036 1.33655
N 4.71132 -0.98812 1.92138
N 1.69261 -0.20672 2.87190
N -0.76931 -1.95042 0.36457
C 0.77980 -2.29454 3.83663
C 4.67276 -2.17484 2.77700
C 1.30923 -0.40280 0.46210
C 2.23454 -0.79785 1.63799
S -4.74886 2.98401 0.12162
H -5.94785 1.03309 -1.01859
H -6.65094 2.65751 0.75034
H -0.90519 1.06057 1.64580
H -2.79174 -2.66885 0.70572
H 3.50735 -0.99058 -4.52533
H 4.30724 0.91433 -3.14521
H 1.09558 -1.48815 -4.67711
H 2.70278 2.32838 -1.93244
H -3.66664 -0.51389 -3.19007
H -2.00109 3.27409 -0.46572
H -3.11707 -0.33029 1.77305
H 5.61471 -0.57184 1.74342
H 1.80943 0.79088 2.99330
H -0.33512 -2.73625 -0.10779
H 1.75678 -2.76456 3.92497
H 0.18315 -2.56155 4.70915
H 0.27453 -2.63290 2.93832
H 4.11246 -1.96168 3.68979
H 4.22111 -3.01752 2.25138
H 5.69076 -2.45193 3.06030
H 1.67180 -0.87398 -0.45359
H 1.38115 0.67700 0.31665
H 2.26002 -1.88326 1.70925

Kohn-Sham gap = 8.24 eV
total charge = +1
LUMO level = -3.995 eV

Formula: C4H9N2O
Source: the OMol25 dataset
Level of theory: ωB97M-V/def2-TZVPD

CARTESIAN COORDINATES (ANGSTROEM)
C -1.35820 -1.09500 -0.44078
C -1.78740 0.21200 0.23545
C 0.73738 -0.35610 -0.05892
C 1.68287 0.53804 -0.94839
N -0.13834 -1.22024 -0.66695
N -0.52625 0.65301 0.83512
O 1.34004 -0.78289 1.09700
H -2.11558 -1.86840 -0.87288
H -1.90839 1.00587 -0.45968
H -2.54033 0.05008 1.00720
H 2.60463 0.02878 -1.01208
H 1.81935 1.45338 -0.46979
H 1.04979 0.75965 -1.90330
H -0.33101 1.65486 0.84300
H -0.53813 0.44540 1.83566
H 2.00959 -1.47842 0.97934

Kohn-Sham gap (alpha / beta) = 7.20 / 7.73 eV
total charge = +1
LUMO level (alpha / beta) = -3.309 / -8.254 eV
multiplicity = 3

Largest force on an atom readings, ordered: 0.0591 0.0102 0.0379 0.0679 0.1803 Eh/bohr
Electronic energy readings, ordered: -1815.546571 -2990.499401 -340.644283 -2109.212384 -342.084688 hartree